# C22H47ClFN4O8P2

A 3-piece molecular cluster, C22H47ClFN4O8P2 overall at a distorted geometry (ωB97M-V/def2-TZVPD, OMol25).

Geometry as XYZ:
```
85
Properties=species:S:1:pos:R:3:mulliken_charge:R:1
C 3.73 1.77 -0.40 -0.748
C 2.68 0.54 -0.34 -0.309
C 1.13 0.98 -0.57 -0.165
C 0.44 -0.12 -1.51 -0.330
C 0.21 -1.50 -0.65 -0.790
N -0.78 0.34 -2.24 0.977
C -0.67 0.48 -3.74 -0.618
C -1.96 0.63 -1.66 -1.917
N -3.08 1.02 -2.49 1.300
C -3.91 0.00 -3.12 -0.559
C -3.52 -1.53 -2.98 0.457
O -4.46 -2.35 -2.82 -0.454
F -2.21 -2.11 -3.07 -0.231
P -3.28 2.68 -2.95 -0.251
O -1.86 3.63 -2.85 -0.387
O -4.58 3.40 -2.04 -0.457
N -2.11 0.57 -0.19 0.743
C -3.25 -0.31 0.25 -1.027
C -4.71 0.37 0.22 0.078
C -5.92 -0.70 0.05 -0.682
C -6.23 -1.56 1.38 -0.762
C -5.21 -2.81 1.50 -0.324
N -5.10 -3.61 0.23 -0.485
P -2.43 2.16 0.55 0.332
O -2.33 1.84 2.25 -0.423
Cl -0.87 3.55 0.21 -0.233
H 4.74 1.34 -0.77 -0.017
H 3.45 2.60 -1.14 0.299
H 3.97 2.21 0.64 0.305
H 2.73 0.01 0.67 0.152
H 3.05 -0.23 -1.12 0.339
H 1.18 1.97 -1.18 0.252
H 0.59 1.20 0.41 -0.133
H 1.25 -0.41 -2.29 0.655
H -0.86 -1.85 -0.90 0.146
H 0.29 -1.27 0.47 0.047
H 0.97 -2.30 -0.98 0.365
H -1.47 -0.09 -4.32 0.253
H -0.80 1.60 -4.02 0.292
H 0.35 0.17 -4.16 0.353
H -3.99 0.23 -4.26 0.476
H -5.00 0.10 -2.73 0.351
H -2.14 4.43 -2.32 0.319
H -5.37 2.81 -2.17 0.355
H -3.04 -0.54 1.37 0.371
H -3.26 -1.35 -0.26 0.381
H -4.87 1.16 -0.59 -0.198
H -4.91 0.88 1.25 0.603
H -6.87 -0.06 -0.14 0.325
H -5.82 -1.38 -0.86 0.230
H -7.28 -2.03 1.22 0.320
H -6.30 -0.91 2.31 0.297
H -4.20 -2.39 1.85 0.052
H -5.68 -3.52 2.30 0.384
H -4.73 -4.54 0.48 0.251
H -6.02 -3.72 -0.22 0.201
H -1.37 1.89 2.53 0.279
O 5.83 1.65 -2.57 -0.584
C 7.00 1.36 -2.48 0.877
O 7.37 0.12 -2.11 -0.369
C 8.71 -0.38 -2.17 -0.382
C 9.48 -0.04 -0.91 -0.989
C 8.07 2.40 -2.68 -1.101
H 9.22 -0.04 -3.08 0.372
H 8.63 -1.47 -2.26 0.310
H 9.58 1.04 -0.78 0.266
H 10.48 -0.47 -0.94 0.373
H 8.96 -0.41 -0.03 0.297
H 8.25 2.92 -1.74 0.251
H 7.71 3.12 -3.42 0.344
H 9.00 2.00 -3.07 0.335
O 0.24 1.47 4.15 -0.646
C 0.21 0.31 4.50 0.759
O -0.51 -0.06 5.57 -0.350
C -0.79 -1.42 5.94 -0.310
C 0.33 -1.99 6.79 -0.967
C 1.04 -0.73 3.80 -0.426
H -1.00 -2.03 5.06 0.284
H -1.71 -1.39 6.53 0.340
H 1.27 -2.02 6.25 0.278
H 0.08 -3.00 7.12 0.359
H 0.49 -1.36 7.67 0.300
H 2.04 -0.76 4.25 0.328
H 1.13 -0.45 2.75 -0.338
H 0.60 -1.73 3.81 0.344
```

Computed properties:
**Net charge**: +1
**HOMO-LUMO gap**: 7.563 eV
**M**: 612.0 g mol⁻¹
**HOMO**: -0.42315 hartree